Arrangement 1

Below is one molecule with the formula C3H5ClN2S, with properties calculated with wB97M-V/def2-TZVPD.

Last column: Mulliken charge in e.
Cartesian coordinates (Å):
C1 0.852 0.795 -0.552  0.40
C2 -0.871 -0.371 0.844  -0.43
C3 -0.629 -1.247 -0.377  -0.46
N1 1.564 1.812 -0.714  -0.36
N2 -0.420 0.931 0.355  -0.42
S1 1.091 -0.907 -0.887  -0.09
Cl1 3.074 1.606 -1.465  -0.11
H1 -1.956 -0.513 1.299  0.27
H2 -0.222 -0.573 1.704  0.31
H3 -0.664 -2.435 -0.109  0.32
H4 -1.404 -0.912 -1.091  0.28
H5 -0.415 1.814 0.993  0.31

* HOMO energy: -8.99 eV
* gap between HOMO and LUMO: 9.61 eV



Arrangement 2

Below is one molecule with the formula C3H5ClN2S, with properties calculated with wB97M-V/def2-TZVPD.

Last column: Mulliken charge in e.
Cartesian coordinates (Å):
C1 1.065 -1.126 0.592  -0.21
C2 -1.068 0.619 1.012  -0.29
C3 -1.626 0.168 -0.107  -0.07
H1 1.274 1.082 -0.545  0.20
H2 1.920 0.370 -1.980  0.27
H3 1.166 -2.136 0.977  0.43
H4 -1.589 1.390 1.588  0.28
H5 -1.161 -0.576 -0.782  0.33
N1 1.276 0.276 -1.187  -0.26
N2 1.432 -0.941 -0.621  -0.35
S1 0.461 0.104 1.725  -0.13
Cl1 -3.151 0.771 -0.672  -0.19

* HOMO energy: -8.68 eV
* gap between HOMO and LUMO: 9.45 eV



Which of them is least stable? Easy: arrangement 1.



Arrangement 1

Below is one molecule with the formula C3H4ClNO2, with properties calculated with wB97M-V/def2-TZVPD.

Last column: Mulliken charge in e.
Cartesian coordinates (Å):
C1 -0.298 0.863 -0.387  -0.15
C2 -0.951 -0.282 -0.017  0.28
C3 -0.270 -1.462 0.525  0.41
H1 1.481 2.091 -0.403  0.24
H2 1.245 1.006 0.917  0.27
H3 -1.024 1.352 -1.056  0.30
H4 1.189 -0.511 -0.255  0.45
N1 1.021 1.210 -0.113  -0.63
O1 1.066 -1.518 0.072  -0.52
O2 -0.802 -2.317 1.152  -0.48
Cl1 -2.657 -0.431 -0.434  -0.18

* HOMO energy: -9.34 eV
* gap between HOMO and LUMO: 9.47 eV



Arrangement 2

Below is a 2-piece molecular cluster, C3H4ClNO2 overall, with properties calculated with wB97M-V/def2-TZVPD.

Last column: Mulliken charge in e.
Cartesian coordinates (Å):
C1 -0.230 -2.085 0.663  0.58
C2 -0.741 -1.155 -0.346  -0.46
C3 1.131 0.082 0.868  0.10
N1 0.136 -0.731 0.744  -0.04
O1 -0.088 -3.189 1.012  -0.42
O2 1.255 1.163 0.400  -0.55
Cl1 0.571 2.712 -1.972  -0.37
H1 -0.391 -1.031 -1.382  0.28
H2 -1.865 -0.845 -0.252  0.19
H3 1.888 -0.192 1.701  0.29
H4 1.077 2.135 -0.873  0.40

* HOMO energy: -10.71 eV
* gap between HOMO and LUMO: 10.68 eV



Which of them is least stable? Easy: arrangement 2.



Arrangement 1

Below is C2H3Br2N as an isolated structure, with properties calculated with wB97M-V/def2-TZVPD.

Last column: Mulliken charge in e.
Cartesian coordinates (Å):
C1 0.140 1.502 1.576  -0.04
C2 -0.476 -1.025 -0.868  -0.44
N1 -0.127 -1.201 0.398  -0.26
Br1 0.468 2.533 -0.020  -0.05
Br2 1.760 0.987 2.295  0.05
H1 -1.217 -0.194 -0.617  0.25
H2 -1.004 -1.878 -1.304  0.27
H3 0.456 -0.725 -1.460  0.23

* HOMO energy: -8.60 eV
* gap between HOMO and LUMO: 7.05 eV



Arrangement 2

Below is one molecule with the formula C2H3Br2N, with properties calculated with wB97M-V/def2-TZVPD.

Last column: Mulliken charge in e.
Cartesian coordinates (Å):
C1 0.872 0.568 0.947  0.27
C2 1.567 -0.757 0.967  -0.45
N1 -0.314 0.841 1.054  -0.34
Br1 2.353 2.086 0.101  -0.33
Br2 0.313 -1.943 1.962  -0.14
H1 2.517 -0.567 1.466  0.38
H2 1.724 -1.165 -0.089  0.34
H3 -0.897 1.613 1.104  0.26

* HOMO energy: -9.96 eV
* gap between HOMO and LUMO: 9.64 eV



Which of them is least stable? Easy: arrangement 1.



Arrangement 1

Below is one molecule with the formula C19H27N3O2, with properties calculated with wB97M-V/def2-TZVPD.

Last column: Mulliken charge in e.
Cartesian coordinates (Å):
C1 -5.542 -1.735 -2.194  -0.98
H1 -6.261 -2.500 -2.473  0.38
H2 -4.539 -2.113 -2.374  0.31
H3 -5.697 -0.863 -2.825  0.27
C2 -5.710 -1.367 -0.720  -0.84
N1 -4.759 -0.368 -0.309  0.12
C3 -3.469 -0.626 0.052  0.14
C4 -2.787 -1.830 0.195  -0.69
C5 -1.475 -1.778 0.603  -1.16
C6 -0.824 -0.560 0.858  0.66
C7 -1.504 0.639 0.726  -0.82
C8 -2.835 0.613 0.322  0.79
C9 -3.809 1.632 0.092  0.62
C10 -4.958 0.999 -0.296  0.78
C11 -6.283 1.579 -0.652  -1.72
H4 -6.227 2.664 -0.645  0.39
H5 -6.599 1.259 -1.644  0.32
H6 -7.046 1.275 0.065  0.33
C12 -3.559 3.093 0.264  -1.74
H7 -4.419 3.682 -0.044  0.34
H8 -2.699 3.402 -0.329  0.35
H9 -3.345 3.319 1.309  0.33
H10 -1.037 1.583 0.966  0.59
C13 0.594 -0.636 1.304  0.28
O1 1.051 -1.599 1.890  -0.67
N2 1.348 0.462 1.019  -0.08
H11 0.982 1.147 0.379  0.26
C14 2.759 0.507 1.309  -1.09
H12 2.936 -0.127 2.179  0.24
H13 3.043 1.534 1.552  0.39
C15 3.607 -0.018 0.137  -0.33
N3 5.015 0.064 0.476  0.10
C16 5.834 -1.056 0.048  -0.81
C17 6.178 -0.987 -1.445  -0.39
O2 6.828 0.229 -1.757  -0.40
C18 6.027 1.337 -1.403  -0.47
C19 5.658 1.308 0.088  -0.73
H14 5.004 2.147 0.326  0.30
H15 6.575 1.400 0.678  0.40
H16 6.617 2.224 -1.640  0.37
H17 5.113 1.342 -2.020  0.28
H18 6.874 -1.780 -1.725  0.35
H19 5.260 -1.084 -2.047  0.30
H20 5.319 -1.989 0.279  0.42
H21 6.764 -1.016 0.624  0.35
H22 3.349 0.545 -0.774  0.11
H23 3.333 -1.062 -0.027  0.47
H24 -0.907 -2.686 0.741  0.46
H25 -3.265 -2.778 -0.001  0.34
H26 -6.720 -0.992 -0.540  0.37
H27 -5.563 -2.256 -0.099  0.39

* HOMO energy: -7.77 eV
* gap between HOMO and LUMO: 8.47 eV



Arrangement 2

Below is one molecule with the formula C19H27N3O2, with properties calculated with wB97M-V/def2-TZVPD.

Last column: Mulliken charge in e.
Cartesian coordinates (Å):
C1 5.731 -4.381 -1.745  -1.59
C2 4.482 -4.748 -2.689  -0.64
C3 4.003 -3.752 -3.682  -0.87
C4 3.542 -2.455 -3.192  -0.46
C5 2.234 -2.576 -2.639  -0.83
C6 2.505 -2.782 -0.942  -0.76
O1 1.368 -2.914 -0.223  -0.42
C7 0.268 -1.910 -0.204  0.61
C8 0.613 -0.618 -0.523  0.04
C9 -0.266 0.507 -0.207  -1.30
C10 -1.563 0.003 0.474  0.69
C11 -1.864 -1.285 0.629  -0.58
C12 -0.888 -2.011 0.297  -0.30
H1 -1.187 -3.218 0.773  0.04
H2 -2.839 -1.396 1.003  0.57
C13 -2.286 1.307 0.673  0.24
O2 -2.272 2.483 -0.080  -0.70
N1 -3.204 1.189 1.657  -0.03
H3 -3.396 0.354 2.250  0.28
C14 -4.194 2.142 2.122  -1.11
H4 -5.265 1.697 2.022  0.34
H5 -4.175 2.783 1.335  0.58
C15 -3.890 2.782 3.430  -0.90
H6 -4.593 3.388 3.835  0.48
H7 -3.877 1.962 3.960  0.61
C16 -2.704 3.817 3.211  -0.71
N2 -2.876 5.142 2.440  0.27
C17 -3.615 6.030 3.161  -0.25
N3 -3.604 7.032 2.279  -0.70
C18 -3.337 6.597 1.081  -0.52
C19 -3.003 5.199 1.193  0.15
H8 -2.577 4.541 0.351  0.24
H9 -3.515 7.113 0.177  0.43
H10 -3.574 6.271 4.075  0.45
H11 -1.809 3.285 2.553  0.27
H12 -2.342 3.900 4.301  0.24
H13 -0.150 1.474 -0.586  0.55
H14 1.742 -0.301 -0.660  0.13
H15 2.935 -1.981 -0.509  0.69
H16 2.997 -3.875 -0.557  0.06
H17 1.662 -1.750 -2.537  0.82
H18 1.922 -3.750 -2.628  0.30
H19 4.394 -2.085 -2.537  0.32
H20 3.539 -1.761 -4.068  0.27
H21 5.031 -3.654 -4.419  0.28
H22 3.369 -4.081 -4.426  0.42
H23 4.922 -5.617 -3.272  0.31
H24 3.732 -4.949 -2.121  0.56
H25 6.446 -4.177 -2.460  0.45
H26 5.489 -3.717 -1.189  0.58
H27 5.941 -5.255 -1.186  0.38

* HOMO energy: -8.18 eV
* gap between HOMO and LUMO: 8.26 eV



Which of them is least stable? Easy: arrangement 2.